# 1
C5H14O | the ωB97M-V functional and the def2-TZVPD basis

Output
- LUMO (eV) = 0.62
- relative energy (zero: lowest compared OMol25 entry of this formula, charge and spin) (kJ/mol) = 61.3
- HOMO level (eV) = -10.5
- frontier orbital gap (eV) = 11.11
- SMILES = CCC(C)C.O

Structure (ORCA input):
```
! wB97M-V def2-TZVPD RIJCOSX def2/J DEFGRID3
* xyz 0 1
C 1.223 -0.889 1.089
C 0.543 0.401 0.580
C 1.101 0.772 -0.860
C 0.486 2.151 -1.199
C 0.856 -0.329 -1.871
H 1.247 -1.676 0.336
H 2.280 -0.813 1.359
H 0.649 -1.254 1.939
H -0.522 0.196 0.466
H 0.807 1.261 1.189
H 2.163 0.929 -0.620
H 0.975 2.429 -2.134
H 0.426 2.785 -0.328
H -0.582 2.099 -1.484
H 1.441 -1.225 -1.714
H 1.001 0.060 -2.881
H -0.207 -0.575 -1.757
O -5.011 -2.073 2.728
H -4.502 -1.503 2.157
H -4.373 -2.746 3.005
*
```

Here are the Mulliken charges for atoms 1 to 2, given in e: C -1.203; C -0.618

---

# 2
C8H15F9NO2PSb | the ωB97M-V functional and the def2-TZVPD basis

Output
- LUMO (eV) = 3.00
- HOMO level (eV) = -3.3
- frontier orbital gap (eV) = 6.26

Structure (ORCA input):
```
! wB97M-V def2-TZVPD RIJCOSX def2/J DEFGRID3
* xyz -1 1
C 3.242 1.942 1.423
C 2.102 2.261 0.446
N 2.225 1.539 -0.815
Sb 1.694 -0.512 -0.701
C -0.370 -0.124 -1.439
C -1.253 0.887 -0.678
C -1.834 0.519 0.660
F -0.985 0.641 1.659
F -2.818 1.439 0.945
C -2.538 -0.857 0.838
F -2.680 -1.022 2.170
F -1.830 -1.888 0.435
C -4.006 -0.987 0.300
F -4.865 -0.429 1.116
F -4.278 -2.295 0.309
C -4.297 -0.514 -1.146
F -3.397 -0.870 -2.000
F -5.434 -1.107 -1.521
F -4.544 0.757 -1.199
P 4.045 -1.162 0.034
O 3.810 -1.580 1.662
O 4.281 -2.660 -0.726
H 4.161 1.706 0.896
H 3.420 2.767 2.114
H 2.931 1.079 2.011
H 1.143 2.136 0.971
H 2.188 3.334 0.220
H 1.678 2.001 -1.533
H 2.182 -0.727 -2.397
H 1.294 -2.265 -0.656
H 1.252 -0.400 0.990
H -0.844 -1.088 -1.612
H -0.231 0.294 -2.439
H -2.065 1.194 -1.336
H -0.662 1.792 -0.531
H 3.537 -2.505 1.749
H 3.747 -3.296 -0.223
*
```

Here are the Mulliken charges for atoms 1 to 2, given in e: C -1.265; C 0.036

---

# 3
C3H6N4O | the ωB97M-V functional and the def2-TZVPD basis

Output
- LUMO (eV) = 0.39
- relative energy (zero: lowest compared OMol25 entry of this formula, charge and spin) (kJ/mol) = 197.7
- HOMO level (eV) = -9.4
- frontier orbital gap (eV) = 9.75
- SMILES = [H]/N=C(N)/N=C/NC=O

Structure (ORCA input):
```
! wB97M-V def2-TZVPD RIJCOSX def2/J DEFGRID3
* xyz 0 1
H 3.576 -1.086 0.014
N 2.629 -0.998 -0.318
C 1.951 0.082 -0.088
N 2.348 1.359 0.403
N 0.543 0.045 -0.290
C -0.231 -0.839 0.212
N -1.598 -0.684 0.293
C -2.367 0.433 -0.239
O -3.582 0.486 -0.026
H 3.430 1.399 0.330
H 1.751 2.035 -0.286
H 0.004 -1.831 0.479
H -2.112 -1.634 0.524
H -1.561 1.116 -0.775
*
```

Here are the Mulliken charges for atoms 1 to 2, given in e: H 0.210; N -0.654

---

# 4
C17H27BN2O8 | the ωB97M-V functional and the def2-TZVPD basis

Output
- LUMO (eV) = -1.11
- HOMO level (eV) = -9.1
- frontier orbital gap (eV) = 7.99
- SMILES = CCOB(O)C1=C(COC(C)=O)C(=O)C=CC1=O.CN(C)C=O.CN(C)C=O

Structure (ORCA input):
```
! wB97M-V def2-TZVPD RIJCOSX def2/J DEFGRID3
* xyz 0 1
C 1.010 -0.247 4.200
C 1.987 0.014 2.955
O 1.803 1.283 2.280
B 0.418 1.593 2.041
O -0.469 0.892 1.169
C -0.168 2.923 2.825
C -1.295 2.914 3.682
C -2.162 1.606 3.949
O -3.277 1.480 3.025
C -4.169 2.592 3.110
C -5.029 2.946 4.431
O -4.255 3.310 2.075
C -1.657 4.321 4.383
O -2.395 4.342 5.406
C -1.082 5.705 3.869
C 0.033 5.674 2.989
C 0.662 4.277 2.577
O 1.818 4.248 2.064
H 0.093 -0.828 3.848
H 1.578 -0.962 4.910
H 0.773 0.680 4.824
H 1.929 -0.900 2.255
H 3.060 0.032 3.384
H -0.372 -0.086 1.243
H -1.585 0.628 3.911
H -2.558 1.697 5.034
H -4.457 2.567 5.355
H -5.035 4.094 4.537
H -6.084 2.519 4.402
H -1.531 6.693 4.204
H 0.461 6.664 2.613
C 1.602 -1.834 -3.208
N 1.494 -1.543 -1.791
C 2.611 -0.909 -1.117
C 0.380 -1.845 -1.075
O 0.228 -1.627 0.116
H 2.447 -2.505 -3.369
H 1.768 -0.899 -3.751
H 0.696 -2.308 -3.580
H 2.956 -1.558 -0.307
H 2.279 0.040 -0.687
H 3.428 -0.729 -1.816
H -0.406 -2.323 -1.681
C 0.747 -5.661 -7.900
N 1.054 -4.595 -6.968
C 1.203 -3.243 -7.471
C 1.206 -4.823 -5.633
O 1.463 -3.973 -4.799
H 1.544 -5.723 -8.645
H -0.201 -5.438 -8.397
H 0.664 -6.619 -7.385
H 2.205 -2.880 -7.230
H 0.470 -2.596 -6.983
H 1.054 -3.218 -8.551
H 1.072 -5.881 -5.358
*
```

Here are the Mulliken charges for atoms 1 to 2, given in e: C -0.898; C -0.137

---

# 5
C14H17N3O3 | the ωB97M-V functional and the def2-TZVPD basis

Output
- LUMO (eV) = 0.52
- relative energy (zero: lowest compared OMol25 entry of this formula, charge and spin) (kJ/mol) = 335.4
- HOMO level (eV) = -8.1
- frontier orbital gap (eV) = 8.64
- SMILES = C[C@H](N)C(=O)N[C@@H](Cc1c[nH]c2ccccc12)C(=O)O

Structure (ORCA input):
```
! wB97M-V def2-TZVPD RIJCOSX def2/J DEFGRID3
* xyz 0 1
C 1.955 -1.492 -0.777
C 1.904 -0.502 -1.928
N 2.601 0.757 -1.578
C 0.497 -0.076 -2.177
O 0.332 1.038 -2.661
N -0.574 -0.946 -1.739
C -1.920 -0.437 -1.499
C -1.969 0.759 -0.587
C -1.623 0.524 0.903
C -2.515 0.404 1.858
N -1.905 0.119 3.122
C -0.576 0.268 3.011
C 0.356 -0.039 3.908
C 1.699 0.363 3.510
C 2.035 0.803 2.213
C 0.973 0.726 1.197
C -0.303 0.540 1.567
C -2.630 -0.120 -2.758
O -3.789 -0.456 -2.926
O -1.896 0.212 -3.785
H 2.982 -1.706 -0.366
H 1.404 -2.484 -1.053
H 1.425 -1.022 0.069
H 2.067 -0.919 -2.957
H 3.512 0.461 -1.180
H 2.800 1.256 -2.369
H -0.304 -1.813 -1.401
H -2.437 -1.228 -1.116
H -2.967 1.131 -0.590
H -1.187 1.396 -1.048
H -3.589 0.190 1.715
H -2.365 0.270 4.047
H 0.145 -0.483 4.789
H 2.516 0.220 4.160
H 3.055 1.063 1.803
H 1.282 0.695 0.176
H -0.991 0.528 -3.548
*
```

Here are the Mulliken charges for atoms 1 to 2, given in e: C -0.978; C 0.054

---

# 6
C4H4N4S | the ωB97M-V functional and the def2-TZVPD basis

Output
- LUMO (eV) = -0.36
- relative energy (zero: lowest compared OMol25 entry of this formula, charge and spin) (kJ/mol) = 359.1
- HOMO level (eV) = -8.6
- frontier orbital gap (eV) = 8.24

Structure (ORCA input):
```
! wB97M-V def2-TZVPD RIJCOSX def2/J DEFGRID3
* xyz 0 1
C 4.340 -0.942 0.148
C 3.363 -0.027 0.199
C -0.524 -0.048 -0.497
C -2.911 0.154 0.215
N 5.186 -1.732 0.158
N 2.385 0.601 -0.013
N 1.565 1.447 -0.257
N -1.757 -0.459 -0.421
S -0.075 1.426 0.193
H -2.637 1.140 0.588
H -3.724 0.255 -0.506
H -3.254 -0.462 1.047
H -1.955 -1.354 -0.854
*
```

Here are the Mulliken charges for atoms 1 to 2, given in e: C 0.145; C 0.350

---

- Among the records above, which one has the lowest frontier orbital gap?
  C8H15F9NO2PSb

---

- What is the LUMO in the third record?
  0.39 eV

---

Copy entry 1 word for word.
C5H14O | the ωB97M-V functional and the def2-TZVPD basis

Output
- LUMO (eV) = 0.62
- relative energy (zero: lowest compared OMol25 entry of this formula, charge and spin) (kJ/mol) = 61.3
- HOMO level (eV) = -10.5
- frontier orbital gap (eV) = 11.11
- SMILES = CCC(C)C.O

Structure (ORCA input):
```
! wB97M-V def2-TZVPD RIJCOSX def2/J DEFGRID3
* xyz 0 1
C 1.223 -0.889 1.089
C 0.543 0.401 0.580
C 1.101 0.772 -0.860
C 0.486 2.151 -1.199
C 0.856 -0.329 -1.871
H 1.247 -1.676 0.336
H 2.280 -0.813 1.359
H 0.649 -1.254 1.939
H -0.522 0.196 0.466
H 0.807 1.261 1.189
H 2.163 0.929 -0.620
H 0.975 2.429 -2.134
H 0.426 2.785 -0.328
H -0.582 2.099 -1.484
H 1.441 -1.225 -1.714
H 1.001 0.060 -2.881
H -0.207 -0.575 -1.757
O -5.011 -2.073 2.728
H -4.502 -1.503 2.157
H -4.373 -2.746 3.005
*
```

Here are the Mulliken charges for atoms 1 to 2, given in e: C -1.203; C -0.618